Record 1
Below is 2 unconnected molecules or ions with the total composition C9H20BO6S at a distorted geometry, with properties calculated with wB97M-V/def2-TZVPD.

Geometry (Å):
C  2.064  0.489  2.768
C  1.839  1.320  1.699
C  2.357  1.313  0.376
C  1.272  1.626  -0.644
C  0.235  0.503  -0.916
C  -1.099  0.680  -0.172
C  -1.217  -0.205  1.067
S  -1.291  -1.958  0.738
O  0.016  -2.537  0.813
O  -2.361  -2.531  1.500
O  -1.752  -2.052  -0.799
C  3.145  0.039  0.066
B  3.546  -0.073  -1.446
O  4.438  0.796  -2.057
O  2.991  -1.038  -2.290
H  2.811  -0.294  2.753
H  1.496  0.606  3.685
H  1.159  2.157  1.903
H  0.746  2.520  -0.288
H  1.704  1.914  -1.615
H  0.656  -0.472  -0.660
H  0.032  0.473  -1.991
H  -1.239  1.722  0.124
H  -1.937  0.453  -0.832
H  -2.099  0.000  1.673
H  -0.324  -0.107  1.700
H  -0.972  -2.276  -1.323
H  2.585  -0.870  0.373
H  4.052  0.036  0.691
H  5.166  0.971  -1.459
H  3.036  -1.905  -1.887
C  -5.500  -0.077  -0.517
O  -4.332  -0.319  -1.279
H  -6.133  0.587  -1.103
H  -6.054  -0.998  -0.314
H  -5.272  0.413  0.435
H  -3.761  -0.906  -0.771

Cartesian forces (eV/Å) of the 2 atoms listed first:
C -0.035 0.008 -0.001
C 0.324 0.394 -0.078

Calculated values
total charge: -1
HOMO: -1.8175 eV
LUMO energy: 2.793 eV
HOMO-LUMO gap: 4.61 eV
largest force on an atom: 1.1 eV Å⁻¹

---

Record 2
Below is a molecular structure, C14H18IrN4S3, with properties calculated with wB97M-V/def2-TZVPD.

Geometry (Å):
Ir  -0.171  0.044  -0.610
S  2.175  0.135  -0.683
C  2.538  1.816  -0.819
C  3.888  2.201  -0.919
C  4.235  3.522  -1.023
C  3.249  4.529  -1.034
C  1.932  4.192  -0.943
C  1.534  2.831  -0.835
S  -0.126  2.491  -0.757
H  4.650  1.434  -0.915
H  5.279  3.795  -1.099
H  3.539  5.567  -1.118
H  1.163  4.953  -0.957
N  -2.285  -1.119  -2.975
C  -3.032  -0.448  -2.070
C  -4.438  -0.427  -2.172
C  -5.158  0.321  -1.284
C  -4.496  1.053  -0.286
C  -3.135  0.964  -0.237
N  -2.403  0.215  -1.095
H  -2.727  -1.721  -3.645
H  -1.282  -1.139  -2.909
H  -4.924  -0.987  -2.959
H  -6.237  0.353  -1.360
H  -5.029  1.669  0.421
H  -2.566  1.497  0.516
C  -0.034  -2.703  3.617
N  -0.344  -2.495  2.204
C  0.431  -2.584  1.127
S  -0.326  -2.434  -0.439
N  1.740  -2.797  1.161
C  2.674  -2.817  2.285
H  -0.961  -2.563  4.165
H  0.688  -1.981  3.986
H  0.317  -3.716  3.801
H  -1.313  -2.345  1.970
H  2.150  -2.837  0.241
H  2.485  -3.650  2.957
H  2.654  -1.876  2.830
H  3.667  -2.940  1.863

Cartesian forces (eV/Å) of the 2 atoms listed first:
Ir 0.012 -0.069 0.166
S -0.089 -0.066 -0.088

Calculated values
total charge: +1
HOMO (alpha / beta): -8.9330 / -11.1938 eV
LUMO energy (alpha / beta): -2.189 / -5.309 eV
HOMO-LUMO gap (alpha / beta): 6.74 / 5.88 eV
multiplicity: 5
largest force on an atom: 0.3 eV Å⁻¹